a) Below is C6H11NO2 as an isolated structure, with properties calculated with ωB97M-V/def2-TZVPD.

```
! RIJCOSX wB97M-V def2-TZVPD def2/J DEFGRID3
* xyz 0 1
C -0.04908 0.97873 0.45181
C -1.22395 -1.55454 -0.26648
C 0.05646 -1.45745 -1.06713
C 0.13819 1.66698 -0.89545
C -0.81143 -0.99959 1.08755
N 0.81030 1.37643 1.51965
C 0.99470 -0.78920 -0.05644
O -1.26674 -0.91055 2.16708
O 2.16079 -0.50067 -0.12606
H -1.08360 1.11619 0.76618
H 1.78393 1.40102 1.24310
H 0.54362 2.24527 1.96271
H -2.03629 -0.93461 -0.64862
H -1.59674 -2.57168 -0.13063
H 0.58307 -1.35954 0.99888
H -0.01867 -0.85326 -1.96833
H 0.47029 -2.43084 -1.33590
H 1.15163 1.52869 -1.27764
H -0.57341 1.30598 -1.64338
H -0.03309 2.74266 -0.78089
*
```

- E_HOMO: -7.9 eV



b) Below is a 2-piece molecular cluster, C6H11NO2 overall, with properties calculated with ωB97M-V/def2-TZVPD.

```
! RIJCOSX wB97M-V def2-TZVPD def2/J DEFGRID3
* xyz 0 1
C 1.89396 -0.45040 1.08235
C 0.47778 -0.33797 1.57013
O -0.26250 -1.48933 1.79882
C 0.01930 0.86928 1.96963
O -0.33856 1.62990 2.80327
H 1.97877 0.11005 0.15122
H 2.16061 -1.48931 0.89263
H 2.56523 0.05872 1.77009
H -1.04578 -1.30379 2.32702
C 0.63485 -0.98572 -2.09256
C -0.21335 -0.53802 -1.14813
N -0.48510 0.85303 -0.83264
C -1.88899 1.24108 -0.82344
H 1.31848 -0.34903 -2.63175
H 0.79843 -2.04206 -2.21597
H -0.94905 -1.20564 -0.71671
H 0.06306 1.45567 -1.43981
H -2.40992 0.98306 -1.75222
H -1.95967 2.32030 -0.68925
H -2.35756 0.67016 -0.02268
*
```

- SMILES: CC(O)=C=O.C=CNC
- E_HOMO: -7.2 eV



Short version: b) is the most stable of them.